A molecular structure, C6H7EuLiO6 in a non-equilibrium geometry, computed with ωB97M-V with the def2-TZVPD basis set.

* net charge: +1
* HOMO-LUMO gap (alpha / beta): 7.65 / 9.07 eV
* 2S+1: 9
* F_max: 5.67 eV/Å
* M: 334.02 g/mol
* HOMO energy (alpha / beta): -11.48 / -13.36 eV

Cartesian coordinates (Å):
Li1 1.485 1.525 -0.610
O1 0.112 1.472 -2.037
O2 -0.122 -0.742 -2.421
C1 1.312 -1.060 -2.454
C2 1.833 -1.392 -1.073
O3 1.750 -0.315 -0.196
C3 -0.516 0.457 -2.200
H1 1.389 -1.923 -3.123
H2 1.832 -0.201 -2.900
H3 2.883 -1.709 -1.210
H4 1.291 -2.281 -0.704
Eu1 1.342 -0.161 1.792
O4 0.769 1.847 1.228
O5 -0.651 0.564 2.223
C4 -1.942 0.156 2.497
C5 -2.729 -0.359 1.549
O6 -1.180 2.772 1.921
C6 -0.358 1.907 1.814
H5 -2.217 0.329 3.537
H6 -3.637 -0.883 1.847
H7 -2.645 -0.003 0.521